# 1
Molecular formula: C43H120O35S9
Method: DFT, the ωB97M-V functional and the def2-TZVPD basis

```
207
C43H120O35S9, DFT the ωB97M-V functional and the def2-TZVPD basis
C -5.2365 0.9277 -3.6842
C -5.8975 -0.3178 -3.1370
O -5.6354 -0.5262 -1.6936
H -4.2052 0.9897 -3.1891
H -5.7632 1.8537 -3.4332
H -5.0921 0.8541 -4.7492
H -5.5069 -1.2098 -3.6250
H -6.9677 -0.3508 -3.2549
H -5.7570 0.3652 -1.2796
C -2.3503 2.9278 3.9625
C -0.8900 2.8307 4.3630
O -0.1772 2.3596 3.2062
H -2.4927 3.7239 3.2707
H -2.9385 3.2333 4.8388
H -2.5919 1.9562 3.5669
H -0.7221 2.0921 5.1453
H -0.5545 3.8156 4.6823
H 0.7642 2.5053 3.3372
C -6.4156 4.9271 -1.4059
C -7.0159 3.6087 -0.7659
O -6.0160 2.6478 -0.6236
H -5.8283 4.7020 -2.3100
H -5.7198 5.3288 -0.6832
H -7.2006 5.7114 -1.5822
H -7.7580 3.1820 -1.4626
H -7.5803 3.9093 0.1518
H -5.4802 2.7953 0.1534
C -2.9700 5.6895 -4.2097
C -2.9688 4.1851 -3.9671
O -1.8343 3.7497 -3.1919
H -2.9871 6.1751 -3.2026
H -3.8015 6.1099 -4.7574
H -2.0060 6.0122 -4.6987
H -3.0145 3.5800 -4.8550
H -3.8721 3.9800 -3.3730
H -1.0669 4.2907 -3.4129
C -3.9730 -4.4469 -2.2215
C -4.3023 -5.8091 -1.5854
O -3.6324 -6.8199 -2.3011
H -4.7868 -3.7430 -2.0245
H -3.8342 -4.6067 -3.3120
H -3.0674 -3.9896 -1.8030
H -5.3680 -6.0344 -1.6021
H -4.0713 -5.8893 -0.5241
H -3.3086 -7.4468 -1.6641
C 2.3107 0.0502 -4.3252
C 2.2549 -1.4064 -3.9922
O 1.1528 -2.0610 -4.6432
H 2.5765 0.2175 -5.3535
H 2.9906 0.5645 -3.6746
H 1.3082 0.4744 -4.2065
H 2.1206 -1.5594 -2.9034
H 3.1826 -1.8653 -4.3471
H 0.3091 -1.8103 -4.1854
C -0.7862 2.0062 -6.5003
C -1.2690 0.6267 -6.1425
O -2.3401 0.2804 -7.0061
H 0.0883 2.2921 -5.9128
H -1.5646 2.7122 -6.3487
H -0.4926 2.0420 -7.5469
H -1.6649 0.5845 -5.1097
H -0.4341 -0.0922 -6.2468
H -2.8074 -0.4400 -6.6647
C 1.2011 2.7894 -2.5789
C 1.2697 3.7552 -1.4318
O 2.5359 3.8124 -0.8174
H 1.6552 1.8139 -2.3275
H 1.8011 3.1453 -3.4230
H 0.2160 2.5266 -2.9608
H 0.4503 3.5518 -0.7471
H 0.9711 4.7681 -1.7862
H 2.3598 3.5798 0.0910
O 5.5745 0.9014 -4.6251
S 6.6881 1.6588 -4.1928
O 6.9265 2.9549 -4.7033
O 6.5663 1.8610 -2.6287
C 5.8245 0.9138 -1.8041
C 5.5629 1.4515 -0.4384
C 8.1167 0.6914 -4.4430
H 6.4364 -0.0144 -1.8850
H 4.8574 0.7532 -2.3277
H 4.9710 0.7083 0.0806
H 4.9144 2.3301 -0.6072
H 6.4087 1.6468 0.1954
H 8.9657 1.1897 -4.0764
H 8.2907 0.2917 -5.4605
H 7.9218 -0.1480 -3.7735
O 0.5047 -5.6056 -0.7627
S 1.0023 -4.8590 -1.8460
O 1.4507 -3.5246 -1.6185
O 2.1724 -5.7463 -2.3941
C 3.3564 -5.2306 -3.0306
C 3.2511 -5.1849 -4.5626
C -0.1014 -4.8181 -3.1857
H 4.1206 -5.9306 -2.7260
H 3.5855 -4.2216 -2.6056
H 4.1961 -4.7233 -4.8849
H 2.4579 -4.5276 -4.8926
H 3.1704 -6.1717 -4.9808
H 0.4008 -4.2788 -4.0011
H -0.9881 -4.2505 -2.7602
H -0.3848 -5.8237 -3.4508
O 5.0046 2.4678 2.4997
S 4.0772 3.5800 2.4104
O 2.6869 3.3210 2.1366
O 4.1077 4.3948 3.6954
C 3.9472 3.7669 4.9833
C 2.6964 4.0615 5.7109
C 4.5796 4.7323 1.3234
H 4.8230 3.9973 5.5490
H 3.9297 2.7032 4.7537
H 2.6567 3.3430 6.5176
H 1.7325 3.9183 5.1998
H 2.7391 5.0443 6.1078
H 4.2773 4.4332 0.3448
H 5.6674 4.7793 1.4106
H 4.0699 5.6893 1.5652
O -4.6033 0.8527 1.4805
S -4.0394 -0.3450 2.0473
O -2.6045 -0.5229 2.0063
O -4.5283 -0.4587 3.5065
C -3.9292 -1.4294 4.3561
C -4.7118 -1.3885 5.6509
C -4.8939 -1.8005 1.2733
H -2.9294 -1.0454 4.5790
H -3.8864 -2.3462 3.7902
H -4.0767 -1.9588 6.3613
H -5.6809 -1.8226 5.6275
H -4.5664 -0.3689 6.0007
H -4.2730 -2.6809 1.5572
H -4.8561 -1.5994 0.1701
H -5.9202 -1.7620 1.6676
O -1.2036 -0.5314 -3.0211
S -1.1831 -0.5507 -1.5411
O -1.7295 -1.7179 -0.8549
O 0.2536 -0.2129 -1.1729
C 0.7429 -0.4101 0.1640
C 1.5413 0.7826 0.6397
C -2.0351 0.9006 -1.0508
H 1.3517 -1.3113 0.2238
H -0.1398 -0.5679 0.8973
H 1.8289 0.6079 1.6911
H 1.0639 1.7704 0.7388
H 2.4814 0.9301 0.0966
H -2.0736 1.0202 0.0252
H -3.0569 0.7299 -1.3960
H -1.5167 1.7246 -1.5957
O 2.6811 -5.3262 3.0976
S 2.9536 -4.2807 2.2227
O 1.9473 -3.2588 1.9282
O 4.2067 -3.5119 2.7320
C 4.5352 -2.1992 2.1221
C 5.7488 -1.5868 2.8110
C 3.4852 -5.0112 0.6626
H 3.7013 -1.5428 2.3407
H 4.6388 -2.3002 1.0453
H 6.0915 -0.7750 2.2224
H 6.5869 -2.2520 2.8783
H 5.4606 -1.2166 3.7879
H 4.2763 -5.7083 0.8776
H 3.8207 -4.2085 -0.0401
H 2.6117 -5.4747 0.2576
O -3.2482 -4.3573 2.7891
S -1.8296 -4.3157 2.9778
O -1.3409 -3.7166 4.1579
O -1.3574 -5.7845 3.1070
C -1.9380 -6.9615 2.4383
C -0.7625 -7.8218 2.0736
C -1.1019 -3.8367 1.4847
H -2.4838 -6.6366 1.5329
H -2.6054 -7.3521 3.2103
H -0.2284 -8.1963 2.9668
H -0.0686 -7.3510 1.4139
H -1.1493 -8.7738 1.6685
H -1.5559 -4.5119 0.7377
H -0.0413 -4.0112 1.5204
H -1.4746 -2.7923 1.3714
O 1.3776 0.7986 5.5784
S 1.4965 -0.4594 4.9221
O 2.6368 -0.7857 4.0906
O 1.2696 -1.6027 6.0449
C 1.5733 -3.0122 5.6683
C 0.9242 -3.8597 6.7030
C 0.0326 -0.7482 3.9239
H 2.6485 -3.1468 5.6356
H 1.1731 -3.2401 4.6730
H 1.0316 -4.8569 6.2919
H -0.0986 -3.5245 6.7437
H 1.4271 -3.7250 7.6813
H 0.1056 -1.6459 3.2966
H 0.0142 0.0822 3.2051
H -0.8309 -0.8130 4.5699
O -2.2111 5.8517 2.0534
S -2.0320 5.5858 0.6427
O -2.9968 6.0934 -0.2864
O -0.5988 6.0773 0.3229
C 0.4092 6.2580 1.3634
C 1.3536 7.3859 0.8879
C -1.8710 3.8107 0.3913
H 0.8639 5.2988 1.5834
H -0.1302 6.5529 2.2922
H 2.1471 7.5073 1.6788
H 0.8183 8.3387 0.8080
H 1.7789 7.1746 -0.0723
H -0.9496 3.4795 0.8779
H -1.7588 3.6135 -0.6365
H -2.7069 3.3819 0.9323
```

=====

# 2
Molecular formula: C43H23F15GeN10S8Sm
Method: DFT, the ωB97M-V functional and the def2-TZVPD basis

```
101
C43H23F15GeN10S8Sm, DFT the ωB97M-V functional and the def2-TZVPD basis
Sm -0.0198 -0.1464 -1.0711
N 2.4488 0.6974 -0.8764
C 2.8607 2.1102 -0.7561
C 2.1634 2.8017 0.4143
C 0.7617 3.2923 0.0632
N -0.2189 2.1918 0.0912
H 2.9028 0.1693 -0.1360
H 2.8091 0.3352 -1.7556
H 2.5966 2.6106 -1.6878
H 3.9454 2.1849 -0.6288
H 2.7679 3.6520 0.7338
H 2.0945 2.1019 1.2546
H 0.7738 3.7150 -0.9379
H 0.4734 4.0930 0.7517
H -1.1203 2.5299 -0.2297
H -0.3522 1.9180 1.0616
N -2.0882 -0.2317 -4.2587
C -0.9763 -0.9608 -4.3442
N -0.2127 -1.2956 -3.3293
C 0.7562 -2.2075 -3.7124
C 0.7890 -2.5004 -5.0305
S -0.4767 -1.6751 -5.8628
C 1.6241 -2.7706 -2.6857
C 2.3304 -3.9200 -2.7785
S 3.2053 -4.2073 -1.3199
C 2.5512 -2.7327 -0.6635
N 1.7531 -2.0974 -1.4814
N 2.9277 -2.2680 0.5576
H -2.4114 0.0728 -3.3394
H -2.5105 0.1537 -5.0822
H 1.4681 -3.1477 -5.5589
H 2.3821 -4.6189 -3.5955
H 3.3872 -2.9401 1.1512
H 2.2065 -1.7230 1.0451
S -2.7074 0.5982 -1.1189
C -3.4866 -0.6716 -0.1793
C -4.7114 -0.3569 0.4041
C -5.4733 -1.3015 1.0824
C -6.7260 -0.9366 1.6556
N -7.7348 -0.6198 2.1102
C -4.9932 -2.6198 1.1705
C -3.7573 -2.9292 0.6265
C -2.9651 -1.9786 -0.0289
S -1.4166 -2.5050 -0.6205
C -5.7541 -3.6425 1.8126
N -6.3507 -4.4915 2.3097
H -5.0869 0.6532 0.3099
H -3.3723 -3.9359 0.7190
S -0.5181 7.2051 -4.6602
C -0.0076 5.6347 -4.6724
S -0.2790 4.5885 -3.2970
C 0.4823 3.2194 -4.1568
N 0.8467 3.5714 -5.3390
N 0.6078 4.8969 -5.6396
C 1.0915 5.3097 -6.9212
C 1.1481 6.6350 -7.3492
C 1.7017 6.9428 -8.5849
C 2.1987 5.9548 -9.4159
C 2.1098 4.6326 -9.0076
C 1.5626 4.3078 -7.7804
S 0.6633 1.6501 -3.5373
H 0.7676 7.4249 -6.7297
H 1.7423 7.9811 -8.8888
H 2.6508 6.2099 -10.3660
H 2.4764 3.8391 -9.6467
H 1.4979 3.2793 -7.4681
F 2.6194 -3.0344 4.7799
C 2.7823 -1.7166 4.9837
C 1.7726 -0.8307 4.6546
C 2.0550 0.5181 4.8178
F 1.1637 1.4287 4.4142
C 3.2493 0.9695 5.3452
F 3.4872 2.2736 5.4974
C 4.2213 0.0485 5.6997
F 5.3821 0.4639 6.2008
C 3.9949 -1.3014 5.5076
F 4.9473 -2.1868 5.8136
Ge 0.1145 -1.3238 3.6404
S 0.5214 -0.4043 1.7694
C -1.4750 -0.7208 4.6925
C -2.6892 -1.1581 4.1902
F -2.6771 -1.9085 3.0809
C -3.9046 -0.8705 4.7814
F -5.0443 -1.3202 4.2696
C -3.9099 -0.1063 5.9366
F -5.0559 0.1908 6.5364
C -2.7146 0.3330 6.4789
F -2.7265 1.0437 7.6094
C -1.5162 0.0171 5.8615
F -0.3921 0.4011 6.4762
C -0.0526 -3.3105 3.8178
C 0.2072 -4.1840 2.7766
F 0.6501 -3.7110 1.6115
C 0.0755 -5.5544 2.9144
F 0.3428 -6.3767 1.8991
C -0.3137 -6.0775 4.1347
F -0.4267 -7.3935 4.2889
C -0.5549 -5.2342 5.2046
F -0.8921 -5.7418 6.3912
C -0.4224 -3.8690 5.0292
F -0.6180 -3.0850 6.1003
```

Calculated values
**Spin multiplicity**: 6
**Net charge**: -1

=====

Number 1: energy -7927.24124 hartree. Number 2: energy -9618.62725 hartree.